# 1
{"formula": "C30H30N9OPt", "method": "ωB97M-V with the def2-TZVPD basis set", "species": ["Pt", "C", "C", "C", "C", "C", "C", "N", "C", "C", "C", "C", "C", "C", "N", "N", "C", "C", "C", "C", "C", "N", "H", "H", "H", "H", "H", "H", "H", "H", "H", "H", "H", "H", "H", "C", "C", "N", "C", "C", "N", "C", "N", "N", "N", "C", "C", "C", "C", "C", "C", "H", "H", "H", "H", "H", "H", "H", "H", "H", "H", "H", "C", "C", "O", "H", "H", "H", "H", "H", "H"], "positions_angstrom": [[-0.9118, -0.0557, 1.3742], [2.6485, -2.4081, -2.1288], [2.3873, -1.0536, -1.9779], [1.8021, -0.5848, -0.8224], [1.4672, -1.4691, 0.2107], [1.7424, -2.8352, 0.0533], [2.3194, -3.2942, -1.1129], [0.8623, -0.9614, 1.3407], [1.2852, -1.3329, 2.5870], [2.4921, -1.9760, 2.8875], [2.8184, -2.2468, 4.2048], [1.9772, -1.8694, 5.2482], [0.7765, -1.2298, 4.9894], [0.4229, -0.9638, 3.6701], [-0.7316, -0.3811, 3.2526], [-1.6581, 0.0845, 4.0574], [-2.6880, 0.6305, 3.4208], [-3.7657, 1.1768, 4.1556], [-4.8531, 1.6667, 3.4883], [-4.8801, 1.6110, 2.0850], [-3.7869, 1.1162, 1.4125], [-2.6951, 0.6580, 2.0302], [3.1228, -2.7631, -3.0304], [2.6574, -0.3574, -2.7576], [1.6503, 0.4751, -0.6708], [1.4701, -3.5193, 0.8424], [2.5243, -4.3471, -1.2338], [3.1785, -2.2388, 2.0984], [3.7461, -2.7482, 4.4277], [2.2558, -2.0787, 6.2684], [0.0994, -0.9278, 5.7722], [-3.6848, 1.1900, 5.2316], [-5.6831, 2.0935, 4.0275], [-5.7383, 1.9641, 1.5393], [-3.7738, 1.0786, 0.3309], [-0.3706, 2.8921, -0.1558], [-0.7342, 1.7590, -1.0365], [-1.0465, 0.5445, -0.6147], [-1.3255, -0.2079, -1.7164], [-1.1751, 0.5649, -2.8243], [-0.7955, 1.8074, -2.3874], [-0.4773, 2.9505, -3.2198], [0.8750, 3.3706, -3.0420], [1.1609, 4.4594, -2.2884], [2.4036, 4.6090, -2.1795], [3.0430, 3.6100, -2.8563], [4.3955, 3.3143, -3.0161], [4.7095, 2.2164, -3.7827], [3.7195, 1.4264, -4.3824], [2.3753, 1.6850, -4.2160], [2.0479, 2.7858, -3.4375], [-0.5956, 2.6195, 0.8778], [-0.9222, 3.7918, -0.4213], [0.6894, 3.1377, -0.2258], [-1.6119, -1.2358, -1.6247], [-1.3158, 0.3391, -3.8607], [-1.1104, 3.8016, -2.9423], [-0.6687, 2.6720, -4.2610], [5.1488, 3.9314, -2.5565], [5.7439, 1.9501, -3.9346], [4.0246, 0.5897, -4.9928], [1.6177, 1.0648, -4.6692], [-3.9810, -4.0108, 0.0656], [-2.5336, -3.5429, 0.0835], [-2.3365, -2.3933, 0.8952], [-4.0836, -4.8534, -0.6099], [-4.6350, -3.2154, -0.2786], [-4.3012, -4.3266, 1.0557], [-2.2195, -3.2584, -0.9230], [-1.8855, -4.3559, 0.4344], [-2.6848, -2.5953, 1.7718]], "total_charge": 1, "e_homo_ev": [-9.69, -10.04], "e_lumo_ev": [-4.5, -4.2], "relative_energy_kcal_mol": 14.6}

=====

# 2
{"formula": "C30H30N9P2S2SbY", "method": "ωB97M-V with the def2-TZVPD basis set", "species": ["Y", "S", "P", "C", "P", "S", "C", "C", "C", "C", "C", "C", "C", "C", "C", "C", "C", "C", "C", "C", "C", "C", "C", "C", "C", "C", "C", "C", "C", "C", "H", "H", "H", "H", "H", "H", "H", "H", "H", "H", "H", "H", "H", "H", "H", "H", "H", "H", "H", "H", "N", "C", "N", "N", "N", "N", "C", "N", "N", "N", "N", "H", "C", "Sb", "C", "C", "H", "H", "H", "H", "H", "H", "H", "H", "H"], "positions_angstrom": [[-0.1113, -0.2661, -0.0526], [1.0057, 0.3946, 2.7606], [2.3375, -0.6800, 1.7085], [2.2393, -0.2850, 0.0290], [2.4023, -1.6352, -1.0300], [0.7645, -2.8153, -1.1421], [2.7689, -0.9509, -2.6908], [3.7935, -0.0102, -2.8170], [4.1161, 0.5167, -4.0595], [3.4080, 0.1132, -5.1898], [2.3825, -0.8092, -5.0674], [2.0667, -1.3414, -3.8204], [3.8884, -2.6840, -0.7780], [5.0666, -2.1167, -0.2991], [6.1995, -2.8994, -0.1033], [6.1637, -4.2570, -0.3982], [4.9946, -4.8259, -0.8915], [3.8615, -4.0434, -1.0772], [4.0039, -0.2700, 2.3917], [4.4335, -0.7491, 3.6283], [5.6440, -0.3303, 4.1718], [6.4319, 0.5882, 3.4903], [6.0004, 1.0901, 2.2674], [4.7921, 0.6655, 1.7240], [2.1190, -2.4334, 2.1983], [3.1911, -3.3200, 2.2850], [2.9751, -4.6704, 2.5451], [1.6826, -5.1498, 2.6984], [0.6067, -4.2755, 2.6062], [0.8254, -2.9283, 2.3678], [4.3226, 0.3246, -1.9318], [4.9082, 1.2520, -4.1467], [3.6523, 0.5292, -6.1608], [1.8063, -1.1011, -5.9371], [1.2529, -2.0460, -3.7169], [5.0922, -1.0608, -0.0585], [7.1022, -2.4479, 0.2911], [7.0431, -4.8714, -0.2438], [4.9629, -5.8844, -1.1249], [2.9385, -4.4891, -1.4309], [3.8149, -1.4525, 4.1746], [5.9678, -0.7177, 5.1321], [7.3737, 0.9178, 3.9156], [6.6053, 1.8154, 1.7362], [4.4387, 1.0478, 0.7725], [4.2031, -2.9649, 2.1373], [3.8213, -5.3461, 2.6137], [1.5134, -6.2036, 2.8881], [-0.4070, -4.6402, 2.7162], [-0.0238, -2.2591, 2.3386], [-3.4916, 0.3378, -1.2837], [-2.4757, 0.4053, -2.2401], [-2.6877, 0.6041, -3.5135], [-1.4374, 0.5959, -4.0676], [-0.5455, 0.3940, -3.1661], [-1.1720, 0.2761, -1.9608], [-3.1608, 0.1096, 0.0441], [-3.6547, 0.7672, 1.0791], [-2.9934, 0.2611, 2.1461], [-2.1519, -0.6475, 1.7550], [-2.2645, -0.8037, 0.4100], [-4.2822, 0.9362, -1.4446], [1.0443, 3.7668, 1.1565], [-0.8332, 2.7514, 0.9996], [-1.8638, 4.4517, 0.2080], [-1.4387, 3.0396, 3.0151], [0.8999, 4.7182, 1.6761], [1.4517, 3.9519, 0.1612], [1.7321, 3.1322, 1.7148], [-1.8174, 5.2519, 0.9510], [-2.9080, 4.2071, -0.0021], [-1.3798, 4.7794, -0.7153], [-1.1403, 4.0440, 3.3197], [-0.9589, 2.2924, 3.6445], [-2.5181, 2.9165, 3.0820]], "total_charge": -1, "e_homo_ev": -5.28, "e_lumo_ev": 2.5, "relative_energy_kcal_mol": 17.6}

=====

# 3
{"formula": "C30H31ClMnN4O3Se2", "method": "ωB97M-V with the def2-TZVPD basis set", "species": ["Mn", "C", "C", "C", "C", "C", "C", "N", "C", "C", "C", "C", "C", "C", "N", "N", "C", "C", "C", "C", "C", "N", "H", "H", "H", "H", "H", "H", "H", "H", "H", "H", "H", "H", "H", "C", "Se", "C", "C", "Se", "C", "H", "H", "H", "H", "H", "H", "H", "H", "H", "H", "C", "C", "C", "C", "Cl", "C", "C", "C", "O", "C", "C", "O", "O", "H", "H", "H", "H", "H", "H", "H", "H"], "positions_angstrom": [[0.5017, 1.6876, 0.0978], [-2.7461, -0.9299, 3.7949], [-1.6350, -1.6767, 3.4109], [-0.5240, -1.0117, 2.8607], [-0.5071, 0.3947, 2.6577], [-1.6564, 1.0877, 3.0365], [-2.7598, 0.4791, 3.5589], [0.5946, 1.0761, 2.1089], [1.9016, 0.7798, 2.4418], [2.4258, 0.2681, 3.6745], [3.7622, 0.1300, 3.9023], [4.7263, 0.3733, 2.8876], [4.3385, 0.8113, 1.6268], [2.9416, 1.0481, 1.4582], [2.4476, 1.8017, 0.4661], [3.2872, 2.3537, -0.3975], [2.6219, 3.1778, -1.1783], [3.3080, 4.1298, -2.0167], [2.5646, 5.1716, -2.5496], [1.1928, 5.1806, -2.3516], [0.5847, 4.2682, -1.5384], [1.2615, 3.2200, -1.0181], [-3.6518, -1.4327, 4.1797], [-1.6114, -2.7587, 3.5954], [0.4338, -1.5715, 2.7546], [-1.6578, 2.1611, 2.8849], [-3.6561, 1.0698, 3.7316], [1.6618, 0.2287, 4.4664], [4.1469, -0.0847, 4.9309], [5.7977, 0.3043, 3.1632], [4.9123, 1.1430, 0.7886], [4.3420, 4.0526, -2.2664], [3.0298, 5.9537, -3.1701], [0.6109, 5.9732, -2.7825], [-0.4574, 4.2565, -1.4827], [-3.3334, 1.6520, -6.4164], [-2.1230, 0.7708, -5.1994], [-3.0376, 1.0282, -3.4349], [-2.2380, 1.9551, -2.6211], [-2.9070, 1.9360, -0.7108], [-3.4529, 3.8170, -0.6325], [-3.4805, 2.6825, -6.0112], [-4.3098, 1.0971, -6.4642], [-2.8657, 1.6154, -7.4109], [-2.9765, 0.0216, -3.0154], [-4.0538, 1.3708, -3.5655], [-2.1647, 3.0450, -2.8825], [-1.2086, 1.6096, -2.4759], [-4.5201, 3.9006, -0.6337], [-3.0474, 4.3877, -1.4945], [-2.9976, 4.1476, 0.3299], [2.5562, -5.1644, 0.8252], [1.0598, -5.2596, 0.7554], [0.3757, -6.4124, 1.2766], [-1.0057, -6.5021, 1.1395], [-1.8808, -7.7438, 2.0528], [-1.7043, -5.5613, 0.4486], [-1.0966, -4.3527, 0.0441], [0.2640, -4.1687, 0.2408], [0.8834, -2.9179, 0.2030], [0.7483, -2.0963, -1.0033], [-0.3030, -1.0037, -0.9342], [-1.5081, -1.2147, -0.6520], [0.2823, 0.1514, -1.0590], [2.9628, -4.3297, 0.2114], [3.1321, -6.0714, 0.6671], [2.8136, -4.8498, 1.8548], [0.8956, -7.2666, 1.7566], [-2.7845, -5.5684, 0.3671], [-1.6590, -3.4691, -0.2010], [0.4634, -2.6943, -1.9218], [1.6883, -1.6578, -1.1600]], "e_homo_ev": [-6.55, -7.47], "e_lumo_ev": [-2.6, -1.8], "spin_multiplicity": 6}

=====

> What is the formula in the first record?

C30H30N9OPt

=====

> Which formula does entry 2 have?

C30H30N9P2S2SbY